Density functional theory data (wB97M-V/def2-TZVPD) for the molecule C20H22N4O2S.

Structure (XYZ):
```
49
Properties=species:S:1:pos:R:3:forces:R:3
C 1.519 -1.634 -3.307 -0.030 -0.179 0.023
H 1.425 -2.051 -4.318 0.043 -0.004 0.013
O 1.055 -0.306 -3.263 -0.134 0.308 0.071
C -0.311 -0.194 -3.575 -0.214 0.090 -0.086
C -0.756 1.245 -3.299 0.213 -0.529 -0.511
N -0.596 1.585 -1.912 0.095 0.057 0.206
C -1.461 1.387 -0.872 -0.458 0.045 0.113
N -0.988 1.739 0.291 -0.204 0.146 0.275
C 0.287 2.164 0.047 0.210 0.069 -0.833
C 1.302 2.619 0.880 -0.018 0.032 -0.214
C 2.483 2.971 0.256 -0.066 0.011 0.234
C 2.606 2.880 -1.135 0.145 0.052 -0.037
N 1.662 2.448 -1.948 -0.236 -0.150 -0.465
C 0.544 2.080 -1.345 0.443 0.373 0.899
H 3.525 3.178 -1.621 0.138 0.060 0.056
H 3.319 3.328 0.836 0.088 0.033 0.025
H 1.168 2.688 1.948 -0.004 -0.013 0.127
S -3.108 0.816 -1.093 -0.115 -0.113 0.036
C -2.925 -1.011 -0.884 -0.042 0.279 -0.328
H -2.979 -1.461 -1.876 0.106 -0.073 0.250
H -3.786 -1.340 -0.304 0.022 0.013 0.041
C -1.590 -1.403 -0.272 -0.366 -0.371 -0.249
O -0.828 -2.074 -0.948 0.080 -0.001 -0.079
N -1.306 -0.964 0.972 -0.004 -0.055 0.216
C 0.015 -0.975 1.480 0.453 -0.113 0.136
C 1.109 -0.854 0.625 0.142 -0.018 -0.092
C 2.393 -0.790 1.126 -0.092 -0.015 -0.044
C 2.609 -0.844 2.493 0.056 -0.011 0.148
C 1.527 -0.953 3.344 0.114 0.047 -0.109
C 0.225 -1.014 2.860 -0.059 -0.022 -0.054
C -0.908 -1.081 3.849 -0.181 -0.070 0.004
C -2.248 -1.300 3.162 0.030 0.125 0.005
C -2.293 -0.444 1.901 -0.315 -0.060 0.354
H -2.039 0.596 2.129 -0.107 -0.088 -0.070
H -3.285 -0.465 1.459 0.100 0.035 -0.036
H -2.362 -2.350 2.882 -0.066 -0.004 0.008
H -3.070 -1.033 3.828 -0.022 -0.026 0.007
H -0.933 -0.137 4.402 -0.022 -0.043 0.036
H -0.713 -1.875 4.575 0.013 0.060 0.024
H 1.683 -0.986 4.413 0.008 -0.008 0.117
H 3.611 -0.796 2.891 0.093 -0.002 0.043
H 3.223 -0.687 0.444 0.076 0.015 -0.078
H 0.961 -0.800 -0.440 -0.042 0.018 -0.099
H -1.804 1.372 -3.582 0.169 0.026 0.006
H -0.117 1.926 -3.866 -0.132 -0.003 -0.004
H -0.889 -0.903 -2.967 0.008 0.103 -0.089
H -0.489 -0.428 -4.637 0.008 0.045 0.074
H 2.569 -1.600 -3.024 0.024 -0.088 -0.031
H 0.965 -2.267 -2.606 0.049 0.012 -0.040
```
Forces are in eV/Å.

Properties
E_LUMO = 0.4 eV

Density functional theory data (wB97M-V/def2-TZVPD) for a structure of composition C20H22N4O3S.

Structure (XYZ):
```
50
Properties=species:S:1:pos:R:3:forces:R:3
C 3.972 0.673 -2.520 0.401 3.773 1.757
C 2.966 0.887 -1.292 4.031 0.784 -4.636
C 1.924 1.763 -1.283 6.142 2.555 -9.362
C 1.166 1.965 -0.285 -2.908 4.936 -3.715
C 1.237 1.297 0.711 4.957 -11.489 12.953
C 2.425 0.203 0.763 -1.381 2.193 -0.983
C 3.382 0.092 -0.296 -7.566 3.032 5.335
H 3.837 -0.761 -0.405 3.490 -4.095 -0.463
H 2.393 -0.542 1.531 -0.072 0.026 0.690
H 0.631 1.261 1.634 0.088 0.312 -0.985
S -0.223 2.763 -0.506 -0.640 12.947 -4.094
O -1.035 2.859 0.601 -2.046 -0.385 5.015
O 0.028 4.437 -1.107 -0.450 -7.302 1.533
N -1.116 2.034 -1.615 -1.019 5.439 -2.183
C -0.961 0.781 -1.773 4.723 -9.900 0.611
N -0.054 0.274 -2.687 -5.474 11.505 1.556
C 0.173 -0.893 -2.647 5.314 -15.289 -2.076
C 0.943 -1.560 -3.751 -2.907 -0.246 1.460
C 1.089 -2.986 -3.672 5.308 3.182 -4.979
C 0.978 -3.785 -2.586 -2.988 4.061 -1.179
C 0.107 -3.195 -1.674 4.754 -14.749 3.584
C -0.082 -1.999 -1.604 -5.797 15.738 1.668
N -0.959 -1.486 -0.543 2.434 1.384 -0.990
C -1.155 -0.182 -0.556 -4.752 0.191 -1.734
N -2.377 0.279 0.203 4.470 6.462 -0.595
H -2.230 1.403 0.501 -0.371 -3.248 -2.031
C -2.568 -0.215 1.441 -1.722 -10.239 2.247
C -1.706 -0.576 2.653 6.237 2.950 -0.569
C -1.363 0.927 3.340 -4.487 -8.899 5.510
H -0.526 0.986 3.980 1.062 -0.630 0.980
C -2.771 0.790 4.283 1.190 4.272 -2.319
H -3.663 1.348 3.725 1.712 -1.770 0.779
C -2.895 -0.653 4.604 0.068 0.237 -3.004
H -2.519 -0.778 5.529 0.800 -1.071 3.263
H -3.897 -0.863 4.432 -1.952 -1.125 0.517
O -2.124 -1.519 3.692 -0.261 3.540 -1.812
H -2.664 1.467 5.140 0.104 -0.597 0.210
H -1.321 1.703 2.810 -0.378 5.955 -4.985
H -0.652 -0.868 2.272 -1.755 -0.388 0.528
H -2.616 -1.581 1.047 -0.983 3.214 1.400
H -3.467 0.054 1.923 -1.668 0.520 -0.414
H 0.126 -3.948 -0.712 -1.322 2.357 -1.911
H 1.276 -4.729 -2.685 1.073 -3.780 0.431
H 1.870 -3.212 -4.570 -2.183 -0.511 1.935
H 1.083 -1.017 -4.721 0.220 -0.522 1.129
H -1.003 2.629 -2.442 -0.304 -0.300 -0.193
H 1.930 2.603 -2.148 -0.342 -2.341 1.728
H 3.499 0.074 -3.138 -2.334 -3.942 -2.787
H 3.889 1.537 -3.208 0.936 0.277 0.705
H 5.024 0.261 -2.393 -1.457 0.977 0.477
```
Forces are in eV/Å.

Properties
E_LUMO = -1.6 eV

Density functional theory data (wB97M-V/def2-TZVPD) for the molecule C20H22N4O3S2.

Structure (XYZ):
```
51
Properties=species:S:1:pos:R:3:forces:R:3
O 2.790 -2.758 1.663 0.126 -0.089 0.026
C 2.593 -1.704 1.113 -0.130 0.175 0.024
N 2.797 -1.603 -0.249 0.444 -0.553 -0.340
C 2.427 -0.663 -1.172 -0.170 0.562 -0.367
N 2.057 0.554 -0.791 0.214 0.067 0.059
C 1.600 1.377 -1.719 0.108 -0.243 -0.472
C 1.553 1.000 -3.067 0.316 -0.373 0.238
C 2.054 -0.270 -3.363 -0.152 0.392 0.038
N 2.484 -1.095 -2.435 0.146 -0.487 0.019
H 2.088 -0.623 -4.385 -0.022 0.055 -0.094
C 0.997 1.869 -4.118 0.048 0.197 0.133
O 1.051 1.581 -5.292 -0.054 -0.036 -0.080
C 0.371 3.162 -3.634 -0.253 0.066 -0.091
H -0.456 3.415 -4.300 0.082 -0.029 -0.036
C -0.085 3.114 -2.177 -0.079 0.048 0.274
C -1.206 2.140 -1.980 0.119 -0.103 -0.781
C -1.700 1.130 -2.752 0.222 0.480 0.227
C -2.739 0.528 -2.000 -0.205 0.200 0.521
C -2.796 1.215 -0.830 -0.479 -0.660 -0.423
O -1.877 2.193 -0.808 0.258 0.375 0.247
H -3.425 1.112 0.032 -0.019 0.055 0.169
H -3.346 -0.303 -2.295 -0.168 -0.178 0.017
H -1.378 0.844 -3.732 0.106 -0.005 -0.224
H -0.434 4.106 -1.870 0.049 -0.091 -0.076
C 1.103 2.715 -1.286 -0.151 0.138 0.025
H 0.808 2.669 -0.238 0.052 -0.022 -0.028
H 1.906 3.451 -1.384 0.010 0.032 0.025
H 1.132 3.941 -3.750 -0.005 0.000 0.009
H 3.065 -2.483 -0.684 -0.070 0.166 0.169
C 2.161 -0.454 1.841 -0.633 -0.056 0.424
H 3.017 -0.033 2.370 0.040 0.003 0.007
H 1.731 0.281 1.162 0.213 -0.142 0.340
S 0.969 -0.871 3.136 0.047 0.085 0.084
C -0.469 -1.244 2.160 0.373 0.035 -0.074
N -1.523 -1.700 2.838 0.139 -0.044 0.027
C -1.579 -1.841 4.275 0.106 0.219 0.519
H -0.574 -1.788 4.693 -0.122 -0.142 -0.001
C -2.475 -0.754 4.871 -0.117 -0.268 -0.009
C -3.868 -0.840 4.252 0.102 0.297 -0.067
C -3.764 -0.763 2.731 -0.007 -0.286 0.135
H -4.745 -0.887 2.271 -0.026 0.033 -0.058
C -2.821 -1.849 2.213 -0.452 0.133 -0.424
H -2.703 -1.777 1.131 0.010 -0.112 0.202
H -3.212 -2.840 2.465 0.019 -0.005 0.002
H -3.368 0.212 2.441 0.007 0.060 -0.079
H -4.496 -0.030 4.626 -0.061 -0.048 0.051
H -4.335 -1.786 4.537 -0.063 -0.039 0.042
H -2.526 -0.879 5.952 0.041 0.033 0.054
H -2.035 0.223 4.660 0.057 0.054 0.031
H -1.999 -2.828 4.498 0.096 0.022 0.028
S -0.458 -1.030 0.524 -0.114 0.027 -0.443
```
Forces are in eV/Å.

Properties
E_LUMO = 0.0 eV

Density functional theory data (wB97M-V/def2-TZVPD) for the molecule C20H22N4O4.

Structure (XYZ):
```
50
Properties=species:S:1:pos:R:3:forces:R:3
N 2.560 2.006 -0.092 -0.856 -0.143 0.131
O -3.769 6.726 2.201 0.220 -0.194 -0.362
O 3.922 -3.542 -3.870 -1.491 0.887 -0.204
C 1.449 1.793 0.147 1.135 0.159 -0.058
N -4.309 2.796 2.043 2.641 0.289 -1.183
O 2.039 -2.229 -3.976 0.866 -0.480 0.176
O 0.512 -0.863 0.089 0.382 0.251 0.280
C -3.883 5.507 2.097 2.995 2.724 -0.042
C 2.992 -2.965 -3.320 1.836 -0.437 -0.457
C -5.200 3.656 2.424 2.141 -1.240 -0.793
C -2.772 4.619 1.698 -1.981 -1.926 0.123
C -3.034 3.256 1.630 -1.887 2.117 1.594
C -1.694 -0.128 0.693 0.556 1.486 -0.003
C -2.572 0.889 1.114 0.925 -0.667 -0.310
C -0.773 2.509 0.893 -0.466 -0.987 0.274
C 0.091 1.498 0.487 -0.256 -0.940 -0.097
C -0.339 0.152 0.406 -1.365 0.321 0.447
C -2.102 2.215 1.250 0.442 -0.850 -0.782
N -6.300 3.065 2.811 -2.531 -1.126 1.013
N -5.059 4.981 2.468 -1.543 -1.299 0.155
C 2.333 -1.978 -5.375 -0.195 0.843 -0.562
C 1.118 -1.431 1.277 0.042 -0.311 0.369
C 1.657 -3.524 -1.224 0.651 -0.347 0.009
C 3.371 -1.652 -1.198 0.387 0.802 -0.144
C 1.855 -3.709 0.294 -0.745 0.870 -0.215
C 3.485 -1.698 0.336 -0.505 -0.307 -0.740
C 2.976 -2.983 -1.804 -0.825 -0.504 0.495
C 2.270 -2.365 0.989 -0.017 -0.892 -0.705
H -1.821 5.042 1.496 0.439 0.514 -0.225
H -2.080 -1.111 0.543 0.010 -0.618 0.048
H -3.602 0.569 1.323 0.546 0.704 -0.035
H -0.333 3.479 0.979 -0.175 0.589 0.004
H -7.129 3.548 2.571 -1.152 0.126 0.046
H -6.239 2.081 2.550 -0.470 0.438 0.237
H -5.827 5.564 2.787 0.541 0.180 -0.094
H 1.419 -1.543 -5.866 0.823 -0.446 0.880
H 3.171 -1.241 -5.476 -0.697 -0.654 0.259
H 2.611 -2.883 -5.916 -0.010 -0.048 0.295
H 0.366 -2.034 1.807 -0.134 0.369 -0.033
H 1.489 -0.642 1.961 -0.344 -0.047 -0.451
H 1.477 -4.489 -1.721 -0.175 0.136 0.292
H 0.833 -2.863 -1.464 -0.204 0.177 0.082
H 2.618 -0.916 -1.484 0.117 0.194 -0.028
H 4.351 -1.359 -1.630 -0.560 0.072 0.224
H 2.670 -4.418 0.456 -0.162 -0.139 0.040
H 0.909 -4.104 0.744 0.814 0.227 -0.140
H 4.407 -2.209 0.603 0.030 -0.283 0.120
H 3.558 -0.702 0.750 0.172 0.441 -0.089
H 3.737 -3.707 -1.472 -0.038 0.076 -0.632
H 2.597 -2.659 1.970 0.073 -0.109 0.792
```
Forces are in eV/Å.

Properties
E_LUMO = -0.3 eV

Calculated F_max (eV/Å), listed in the same order as above: 1.1, 18.0, 0.9, 4.0
Calculated energy relative to the best compared isomer or geometry (same formula, charge and spin) (eV), listed in the same order as above: 0.000, 22.201, 0.383, 2.142